1.
The following is a DFT calculation (the ωB97M-V functional and the def2-TZVPD basis) of a 2-piece molecular cluster, C6H11N4S overall at a distorted geometry.

For the HOMO energy, the calculation gives -12.4 eV. As for the energy relative to the best compared isomer or geometry (same formula, charge and spin): 74.3 kcal per mole. The HOMO-LUMO gap is 0.32919 Ha. The electronic energy is -23187.204 eV. Its spin multiplicity is 1. The charge is +1.

Each line ends with the natural charge from an NBO analysis.
Atoms and positions in Å:
C 0.371 0.057 0.345  0.698
C -0.693 4.207 2.635  0.206
C 1.828 1.823 0.701  -0.084
C -0.133 -2.367 -0.874  -0.419
C -1.333 -1.668 -0.171  -0.218
C 0.761 -1.379 -1.585  -0.233
N -0.435 3.182 2.239  -0.422
N -0.772 -0.595 0.585  -0.549
N 1.154 -0.391 -0.677  -0.557
N 0.835 1.089 1.136  -0.634
S 2.459 2.916 1.914  0.105
H -1.147 5.063 2.963  0.240
H 3.528 3.250 1.161  0.162
H 0.277 -2.859 0.005  0.223
H -0.559 -3.064 -1.622  0.247
H -1.879 -1.141 -1.006  0.206
H -2.014 -2.266 0.500  0.246
H 1.555 -1.869 -1.997  0.234
H 0.243 -1.045 -2.509  0.208
H -1.423 -0.269 1.361  0.435
H 2.039 0.179 -0.953  0.475
H 0.268 1.439 1.854  0.431



2.
The following is a DFT calculation (the ωB97M-V functional and the def2-TZVPD basis) of C39H37IrN5O3S2 as an isolated structure.

For the HOMO energy (spin up / spin down), the calculation gives -17.3 / -17.7 eV. As for the energy relative to the best compared isomer or geometry (same formula, charge and spin): 17.0 kcal per mole. The HOMO-LUMO gap (spin up / spin down) is 0.24265 / 0.13079 Ha. The electronic energy is -79104.763 eV. Its spin multiplicity is 6. The charge is +4.

Each line ends with the Löwdin spin population.
Atoms and positions in Å:
Ir 0.849 -0.731 -0.211  2.235
C -3.024 -2.507 7.532  0.068
C -2.309 -2.437 6.252  0.245
C -1.793 -1.199 5.755  0.104
C -1.172 -1.138 4.540  0.037
C -1.038 -2.323 3.786  0.253
C -1.533 -3.564 4.245  0.021
C -2.149 -3.620 5.461  0.108
S -0.434 -2.276 2.112  0.068
O -0.387 -0.795 1.747  0.105
C 1.262 -2.819 2.129  0.063
C 1.439 -4.092 1.545  0.002
C 2.702 -4.559 1.334  0.005
C 3.830 -3.762 1.633  0.001
C 5.141 -4.235 1.387  0.002
C 6.222 -3.460 1.683  0.003
C 6.047 -2.169 2.237  0.000
C 4.801 -1.685 2.497  0.007
C 3.651 -2.467 2.204  0.008
C 2.331 -2.009 2.490  0.043
C 2.220 -0.786 3.348  0.143
C 2.390 -0.961 4.749  -0.001
C 2.548 -2.237 5.328  0.196
C 2.788 -2.392 6.702  0.070
C 2.872 -1.289 7.530  0.064
C 2.717 -0.010 6.989  0.205
C 2.478 0.173 5.604  0.007
C 2.387 1.454 5.064  0.136
C 2.214 1.624 3.687  0.098
C 2.132 0.525 2.849  0.055
S 2.173 0.829 1.057  0.085
O 3.583 0.855 0.680  0.038
C 1.466 2.437 0.939  0.011
C 0.134 2.653 1.289  0.004
C -0.381 3.927 1.161  0.000
C 0.406 4.984 0.678  0.005
C -0.166 6.365 0.573  0.001
C 1.728 4.724 0.320  0.000
C 2.271 3.453 0.446  0.006
H -3.004 -1.575 8.090  0.000
H -2.641 -3.330 8.147  0.020
H -4.074 -2.779 7.338  0.029
H -1.928 -0.305 6.350  0.002
H -0.822 -0.200 4.127  -0.001
H -1.452 -4.451 3.628  -0.002
H -2.551 -4.556 5.830  0.002
H 0.576 -4.677 1.253  0.000
H 2.852 -5.544 0.911  0.000
H 5.269 -5.225 0.968  0.000
H 7.222 -3.829 1.499  0.000
H 6.916 -1.561 2.450  0.000
H 4.695 -0.687 2.901  0.001
H 2.507 -3.121 4.703  0.008
H 2.924 -3.387 7.106  0.001
H 3.071 -1.407 8.587  0.000
H 2.799 0.861 7.628  0.006
H 2.473 2.323 5.705  0.004
H 2.169 2.624 3.277  0.003
H -0.489 1.841 1.651  0.000
H -1.411 4.118 1.436  0.000
H -0.198 6.832 1.561  0.000
H -1.187 6.345 0.195  0.000
H 0.436 7.001 -0.072  0.000
H 2.347 5.528 -0.056  0.000
H 3.300 3.254 0.175  0.000
C -2.345 1.763 -3.934  0.003
N -1.248 1.728 -2.958  0.030
C -0.284 2.831 -3.012  0.002
C -1.168 0.788 -2.069  0.017
O -0.254 0.762 -1.176  0.131
H -2.753 2.771 -3.967  0.001
H -3.129 1.070 -3.641  0.000
H -1.964 1.500 -4.920  0.001
H -0.078 3.059 -4.056  0.000
H 0.631 2.550 -2.501  0.000
H -0.718 3.709 -2.535  0.001
H -1.950 0.028 -2.089  0.001
N 4.540 -3.969 -4.562  0.008
C 3.406 -3.691 -3.948  0.010
N 2.241 -4.030 -4.492  0.004
N 3.509 -3.068 -2.756  0.049
C 2.601 -2.566 -2.049  0.069
N 1.850 -2.091 -1.275  0.095
H 4.576 -4.445 -5.449  0.000
H 5.407 -3.670 -4.145  0.000
H 2.191 -4.504 -5.381  0.000
H 1.377 -3.878 -4.002  0.000



3.
The following is a DFT calculation (the ωB97M-V functional and the def2-TZVPD basis) of C44H40BrN9NiO2P2S3Se2 as an isolated structure at a distorted geometry.

For the HOMO energy (spin up / spin down), the calculation gives -7.2 / -7.2 eV. As for the energy relative to the best compared isomer or geometry (same formula, charge and spin): 0.0 kcal per mole. The HOMO-LUMO gap (spin up / spin down) is 0.26369 / 0.26006 Ha. The electronic energy is -356645.247 eV. Its spin multiplicity is 3. The charge is 0.

Each line ends with the Löwdin spin population.
Atoms and positions in Å:
Ni -2.389 -0.526 -1.221  1.688
Se 4.445 -2.261 -1.254  0.000
P 3.512 -0.507 -0.407  0.000
C 3.843 -0.532 1.375  0.000
C 4.393 -1.688 1.956  0.000
C 4.886 -1.565 3.279  0.000
C 4.867 -0.334 3.956  0.000
C 4.188 0.745 3.402  0.000
C 3.635 0.615 2.155  0.000
C 4.321 1.021 -0.854  0.000
C 3.827 1.686 -2.001  0.000
C 4.427 2.872 -2.427  0.000
C 5.417 3.439 -1.576  0.000
C 5.923 2.790 -0.463  0.000
C 5.386 1.540 -0.105  0.000
C 1.710 -0.236 -0.541  0.001
C 0.604 -1.002 -0.893  0.005
N -0.488 -0.167 -0.730  0.045
N -0.101 1.078 -0.354  -0.001
N 1.267 1.033 -0.184  0.002
P 0.186 -2.744 -1.394  0.005
Se -1.842 -2.995 -2.084  0.048
C 0.396 -3.794 0.058  0.000
C -0.634 -4.399 0.734  0.000
C -0.340 -5.357 1.744  0.000
C 0.983 -5.630 2.118  0.000
C 2.013 -5.000 1.403  0.000
C 1.730 -4.061 0.418  0.000
C 1.339 -3.415 -2.589  0.001
C 1.383 -4.787 -2.789  0.001
C 1.964 -5.299 -3.957  0.000
C 2.611 -4.459 -4.855  0.000
C 2.622 -3.065 -4.612  0.000
C 1.946 -2.533 -3.500  0.000
H 4.422 -2.605 1.385  0.000
H 5.319 -2.395 3.805  0.000
H 5.383 -0.247 4.885  0.000
H 3.996 1.707 3.886  0.000
H 3.037 1.434 1.678  0.000
H 3.096 1.116 -2.628  0.000
H 4.090 3.378 -3.323  0.000
H 5.745 4.439 -1.861  0.000
H 6.761 3.186 0.164  0.000
H 5.795 0.951 0.689  0.000
H -1.663 -4.190 0.535  0.000
H -1.163 -5.796 2.283  0.000
H 1.167 -6.428 2.781  0.000
H 2.999 -5.280 1.653  0.000
H 2.563 -3.516 -0.032  0.000
H 0.883 -5.440 -2.104  0.000
H 1.958 -6.348 -4.153  0.000
H 3.183 -4.838 -5.687  0.000
H 3.183 -2.384 -5.238  0.000
H 1.835 -1.457 -3.323  0.000
C -6.931 -2.495 0.543  0.000
C -5.456 -2.388 0.958  0.002
C -5.010 -2.577 2.272  -0.002
C -3.685 -2.366 2.540  0.002
C -2.809 -1.834 1.586  0.001
Br -1.060 -1.463 2.293  0.002
N -3.240 -1.614 0.336  0.042
C -4.502 -2.028 0.027  0.006
H -7.588 -2.910 1.313  0.000
H -6.945 -3.237 -0.348  0.000
H -7.408 -1.572 0.196  0.000
H -5.680 -2.952 3.003  0.000
H -3.301 -2.621 3.534  0.000
H -4.794 -2.047 -1.015  0.003
S -2.037 0.229 -3.631  0.060
C -2.005 1.941 -3.454  0.013
N -1.141 2.607 -2.663  0.002
C -1.253 4.046 -2.889  0.000
C -2.544 4.184 -3.751  0.001
N -2.793 2.830 -4.121  0.006
H -0.544 2.139 -1.983  0.000
H -0.379 4.409 -3.421  0.000
H -1.377 4.532 -1.932  0.000
H -2.401 4.782 -4.645  0.000
H -3.302 4.727 -3.169  0.000
H -3.671 2.496 -4.500  0.000
N 1.352 4.203 5.365  0.000
C 0.370 4.079 4.348  0.000
C -0.005 5.168 3.523  0.000
C -0.897 5.037 2.513  0.000
C -1.497 3.805 2.267  0.000
C -1.098 2.644 3.010  0.000
C -0.193 2.795 4.054  0.000
S -2.897 3.833 1.162  0.000
O -2.491 4.639 0.064  0.000
O -4.069 4.197 1.951  0.000
N -2.917 2.185 0.735  0.001
C -3.833 1.840 -0.095  0.002
S -5.513 2.526 -0.108  0.003
C -5.800 1.775 -1.601  0.001
C -4.765 0.954 -1.994  0.008
N -3.734 0.893 -1.094  0.048
H 1.589 5.155 5.631  0.000
H 1.169 3.682 6.185  0.000
H 0.433 6.119 3.759  0.000
H -1.150 5.880 1.837  0.000
H -1.492 1.681 2.728  0.000
H 0.010 1.919 4.648  0.000
H -6.599 2.087 -2.287  0.000
H -4.738 0.335 -2.880  0.001



4.
The following is a DFT calculation (the ωB97M-V functional and the def2-TZVPD basis) of C2H2LiO2Tl as an isolated structure at a distorted geometry.

For the HOMO energy (spin up / spin down), the calculation gives -12.0 / -14.1 eV. As for the energy relative to the best compared isomer or geometry (same formula, charge and spin): 81.8 kcal per mole. The HOMO-LUMO gap (spin up / spin down) is 0.26549 / 0.34229 Ha. The electronic energy is -11090.632 eV. Its spin multiplicity is 2. The charge is +1.

Each line ends with the natural charge from an NBO analysis.
Atoms and positions in Å:
O -1.414 -0.781 0.050  -0.642
C -1.059 0.374 0.559  0.326
C 0.200 0.646 -0.051  0.039
O 1.137 -0.222 0.154  -1.020
Li 0.125 -1.855 0.575  0.960
H -1.798 1.187 0.607  0.206
Tl 3.095 0.099 -0.676  0.942
H -0.285 0.551 -1.218  0.190